# 1
ORCA calculation (the ωB97M-V functional and the def2-TZVPD basis) on a cluster of 2 separate species, CH8N4 in total in a non-equilibrium geometry.

Computed properties:
Maximum force (eV/Å): 2.7
Gap between HOMO and LUMO (eV): 8.96
Energy above the lowest of the compared OMol25 structures with the same formula, charge and spin (kJ/mol): 7.7
Lowest unoccupied orbital energy (eV): 0.65
HOMO level (eV): -8.315

```
! wB97M-V def2-TZVPD RIJCOSX def2/J DEFGRID3
* xyz 0 1
N -0.285 0.986 0.189
C -0.257 -0.134 0.951
N 0.645 -1.064 0.588
N -0.981 -0.368 2.009
H -1.121 1.530 0.352
H -0.175 0.782 -0.795
H 1.430 -0.835 -0.004
H 0.747 -1.798 1.308
H -1.606 0.445 2.164
N 0.657 0.376 -2.704
H -0.075 -0.226 -3.148
H 0.516 1.344 -3.050
H 1.576 0.054 -3.100
*
```

---

# 2
ORCA calculation (the ωB97M-V functional and the def2-TZVPD basis) on the molecule C4H5N3 in a non-equilibrium geometry.

Computed properties:
Maximum force (eV/Å): 4.7
Gap between HOMO and LUMO (eV): 10.70
Energy above the lowest of the compared OMol25 structures with the same formula, charge and spin (kJ/mol): 289.8
Lowest unoccupied orbital energy (eV): 0.53
HOMO level (eV): -10.164

```
! wB97M-V def2-TZVPD RIJCOSX def2/J DEFGRID3
* xyz 0 1
C -1.903 0.073 0.015
N -0.455 -0.393 -0.384
C 0.840 -0.325 0.261
C 1.881 -0.817 -0.726
N 2.679 -1.198 -1.476
C 1.289 1.033 0.759
N 1.511 2.128 1.093
H -2.731 -0.725 0.175
H -2.144 0.942 -0.583
H -1.645 0.419 1.084
H -0.324 -0.145 -1.343
H 1.002 -0.991 1.125
*
```

---

# 3
ORCA calculation (the ωB97M-V functional and the def2-TZVPD basis) on a structure of composition C29H35N7O9PY in a non-equilibrium geometry.

Computed properties:
Maximum force (eV/Å): 2.0
Gap between HOMO and LUMO (eV): 8.28
Energy above the lowest of the compared OMol25 structures with the same formula, charge and spin (kJ/mol): 66.2
Lowest unoccupied orbital energy (eV): -0.08
HOMO level (eV): -8.364

```
! wB97M-V def2-TZVPD RIJCOSX def2/J DEFGRID3
* xyz 0 1
Y -0.432 -0.144 -0.157
N -2.021 1.978 -3.858
C -2.037 3.215 -3.254
C -1.527 3.012 -2.013
N -1.183 1.689 -1.854
C -1.491 1.093 -2.980
C -1.275 -0.326 -3.248
N -1.002 -1.227 -2.329
C -0.802 -2.412 -3.004
C -0.978 -2.224 -4.334
N -1.295 -0.893 -4.472
H -2.364 1.779 -4.778
H -2.428 4.094 -3.741
H -1.390 3.746 -1.231
H -0.542 -3.324 -2.490
H -0.888 -2.892 -5.174
H -1.344 -0.407 -5.349
N -0.522 1.977 1.104
C -1.951 2.220 1.434
C -2.921 1.350 0.611
O -4.033 1.780 0.383
O -2.446 0.185 0.263
H 0.078 2.058 1.913
H -0.190 2.669 0.447
H -2.257 3.253 1.302
H -2.123 1.957 2.476
O 2.766 0.993 1.873
C 2.409 0.285 0.947
O 1.309 -0.418 0.931
C 3.209 0.183 -0.317
C 4.575 0.147 -0.266
C 5.309 0.045 -1.444
C 4.686 0.004 -2.662
C 3.304 0.043 -2.730
C 2.491 0.158 -1.558
O 1.218 0.313 -1.581
N 2.738 0.016 -4.085
O 3.456 0.370 -5.009
O 1.552 -0.233 -4.231
N 6.776 -0.014 -1.388
O 7.305 0.007 -0.290
O 7.389 -0.084 -2.440
H 5.083 0.197 0.688
H 5.265 -0.063 -3.569
C -2.499 -0.881 3.773
C -2.250 -2.289 3.211
C -3.514 -2.683 2.430
C -2.031 -3.249 4.378
P -0.769 -2.136 2.037
C 0.614 -2.061 3.248
C 0.856 -0.810 3.818
C 1.813 -0.633 4.804
C 2.579 -1.708 5.228
C 2.383 -2.953 4.649
C 1.408 -3.127 3.673
C -0.593 -3.730 1.030
C -0.708 -5.087 1.737
C -1.682 -3.729 -0.058
C 0.765 -3.591 0.311
H -3.387 -0.911 4.413
H -2.692 -0.169 2.967
H -1.667 -0.524 4.382
H -4.394 -2.459 3.043
H -3.539 -3.752 2.210
H -3.613 -2.118 1.499
H -2.913 -3.213 5.031
H -1.163 -2.969 4.976
H -1.903 -4.282 4.051
H 0.312 0.050 3.451
H 1.987 0.356 5.211
H 3.341 -1.571 5.986
H 2.992 -3.797 4.952
H 1.292 -4.108 3.247
H -1.723 -5.256 2.100
H -0.030 -5.219 2.572
H -0.487 -5.878 1.009
H -2.654 -3.998 0.337
H -1.423 -4.477 -0.816
H -1.797 -2.769 -0.558
H 1.604 -3.541 1.005
H 0.808 -2.682 -0.302
H 0.913 -4.447 -0.356
*
```

---

# 4
ORCA calculation (the ωB97M-V functional and the def2-TZVPD basis) on a cluster of 2 separate species, C20H39NO8 in total in a non-equilibrium geometry.

Computed properties:
Maximum force (eV/Å): 1.4
Gap between HOMO and LUMO (eV): 9.96
Lowest unoccupied orbital energy (eV): 0.44
HOMO level (eV): -9.523

```
! wB97M-V def2-TZVPD RIJCOSX def2/J DEFGRID3
* xyz 0 1
C -0.754 5.401 1.411
C -0.112 5.084 0.282
C -0.819 4.610 -0.938
O -1.843 5.141 -1.325
O -0.205 3.582 -1.583
C -1.077 2.478 -1.882
C -1.510 1.714 -0.639
C -0.629 0.538 -0.232
C -0.321 -0.454 -1.349
C 0.314 -1.757 -0.856
C 1.793 -1.644 -0.527
N 2.111 -0.927 0.738
C 1.316 -1.442 1.868
O 1.859 -1.082 3.097
C 1.148 -0.057 3.760
C 1.358 1.335 3.176
C 3.491 -1.222 1.009
O 3.891 -2.254 1.496
O 4.355 -0.266 0.571
C 4.336 0.936 1.347
C 5.677 1.643 1.105
C 5.553 2.608 -0.063
O 6.146 2.320 2.255
H -1.754 5.031 1.597
H -0.333 6.051 2.162
H 0.967 5.168 0.239
H -0.562 1.864 -2.608
H -1.967 2.864 -2.373
H -2.534 1.386 -0.809
H -1.566 2.388 0.216
H -1.181 -0.020 0.527
H 0.300 0.851 0.239
H -1.278 -0.738 -1.797
H 0.268 -0.027 -2.156
H -0.288 -2.201 -0.067
H 0.255 -2.447 -1.698
H 2.298 -2.612 -0.541
H 2.241 -1.061 -1.331
H 0.320 -1.011 1.786
H 1.199 -2.525 1.782
H 0.078 -0.271 3.789
H 1.480 -0.035 4.793
H 0.578 1.990 3.564
H 2.315 1.743 3.481
H 1.256 1.329 2.096
H 4.167 0.720 2.402
H 3.530 1.565 0.971
H 6.365 0.848 0.815
H 6.536 2.767 -0.499
H 4.907 2.210 -0.838
H 5.173 3.559 0.299
H 5.716 1.933 3.017
C -5.344 -2.348 -3.377
O -4.229 -2.286 -2.505
C -4.584 -2.464 -1.141
C -4.238 -3.853 -0.655
O -5.042 -4.840 -1.278
C -4.368 -5.548 -2.303
H -4.963 -2.368 -4.397
H -5.940 -3.247 -3.204
H -5.976 -1.463 -3.257
H -5.647 -2.258 -0.989
H -4.011 -1.733 -0.560
H -4.433 -3.908 0.421
H -3.175 -4.057 -0.817
H -3.603 -6.205 -1.877
H -3.905 -4.868 -3.023
H -5.105 -6.159 -2.819
*
```

---

Question: Which of these has the lowest lowest unoccupied orbital energy?
Answer: C29H35N7O9PY

---

Question: Which of these has the lowest gap between HOMO and LUMO?
Answer: C29H35N7O9PY

---

Question: The lowest gap between HOMO and LUMO belongs to which entry?
Answer: C29H35N7O9PY